(1)
The following is a DFT calculation (ωB97M-V/def2-TZVPD) of a 2-piece molecular cluster, C3H8N2O overall.

Summary:
SMILES: [H]/N=C/N.C=CO
E_tot: -8265.9070 eV
energy relative to the best compared isomer or geometry (same formula, charge and spin): 3.419 eV

Structure (ORCA input):
```
! wB97M-V def2-TZVPD RIJCOSX def2/J DEFGRID3
* xyz 0 1
C 2.16823 -2.46447 -0.41296
C 1.30454 -1.85335 -1.25978
O 0.23464 -2.32403 -1.89829
H 2.77220 -1.83593 0.24803
H 2.18526 -3.40119 -0.04994
H 1.40206 -0.88665 -1.50784
H -0.27266 -2.84599 -1.26711
N -1.97976 2.91203 1.46386
C -0.99461 2.26245 0.71927
N -1.13663 0.94747 0.49346
H -2.85038 2.47479 1.51159
H -2.11006 3.83866 1.76780
H -0.22297 2.86636 0.19962
H -0.49984 0.30986 -0.00769
*
```

Atom charges from the Löwdin analysis, given in e for atoms 1 to 2:
1 C 0.038
2 C -0.293

---

(2)
The following is a DFT calculation (ωB97M-V/def2-TZVPD) of one molecule with the formula C7H14OS3.

Summary:
E_tot: -42033.0299 eV
energy relative to the best compared isomer or geometry (same formula, charge and spin): 5.150 eV

Structure (ORCA input):
```
! wB97M-V def2-TZVPD RIJCOSX def2/J DEFGRID3
* xyz 0 1
C 2.20505 -2.32995 0.63790
C 2.35012 -1.53363 2.03411
C 1.71003 -0.08941 2.13319
C -0.15071 -0.13334 0.33209
C -1.43769 -0.19972 -0.54642
C -2.35503 0.75469 -0.68492
C -1.95521 2.65731 -3.47300
H 1.82136 -1.56751 -0.35073
H 1.22319 -2.97984 0.97169
H 3.17747 -2.87765 0.56148
H 3.47996 -1.11641 2.28496
H 1.91645 -2.16514 2.73566
H 1.94656 0.89300 1.51171
H 2.12681 0.39452 3.11858
H 0.35069 0.92449 0.30255
H 0.58210 -0.78631 0.13770
H -1.73445 -1.22495 -1.03786
H -3.54030 0.45254 -0.85892
H -1.08396 3.34936 -3.67488
H -2.62332 2.53523 -4.49481
H -1.69310 1.49198 -3.37822
O -0.57752 -1.86550 2.18323
S -0.23181 -0.33236 2.14684
S -2.25912 2.52922 -0.37444
S -3.24757 3.21939 -2.21749
*
```

Atom charges from the Löwdin analysis, given in e for atoms 1 to 2:
1 C -0.114
2 C -0.298

---

(3)
The following is a DFT calculation (ωB97M-V/def2-TZVPD) of a 2-piece molecular cluster, C19H17NO4 overall.

Summary:
E_tot: -29656.1453 eV
energy relative to the best compared isomer or geometry (same formula, charge and spin): 3.865 eV

Structure (ORCA input):
```
! wB97M-V def2-TZVPD RIJCOSX def2/J DEFGRID3
* xyz 0 1
C -0.71976 4.00797 -0.32285
C -0.48442 5.49951 -0.51681
O 0.93804 5.66103 -0.56400
C 1.53159 4.46130 -0.17327
O 2.74225 4.37796 -0.04849
N 0.56415 3.52434 0.01907
H -1.45825 3.80901 0.46523
H -1.08142 3.54805 -1.25979
H -0.93143 5.87467 -1.44048
H -0.88993 6.04079 0.34651
C -1.34423 -5.65016 -3.78026
O -0.51446 -4.48150 -4.00961
C -0.28074 -3.63198 -2.97522
C 0.53040 -2.49522 -3.23082
C 0.77585 -1.58330 -2.22302
C 0.22239 -1.74385 -0.92256
C 0.41156 -0.76625 0.11530
O -0.11214 -1.14009 1.32284
C -0.01777 -0.29313 2.41226
C 0.66059 0.93751 2.30929
C 0.83462 1.70176 3.49693
C 0.30857 1.25074 4.69835
C -0.39147 0.03236 4.75269
C -0.53411 -0.76158 3.61893
C 1.12947 1.31792 1.04114
C 1.05659 0.45682 -0.03836
C -0.54533 -2.90330 -0.67687
C -0.81059 -3.82492 -1.67308
H -1.35985 -6.15054 -4.74767
H -0.90291 -6.30893 -3.01558
H -2.36479 -5.36195 -3.48209
H 0.93305 -2.36331 -4.23266
H 1.40389 -0.71599 -2.41898
H 1.40846 2.62671 3.41020
H 0.45197 1.84095 5.60463
H -0.82122 -0.29927 5.69749
H -1.01795 -1.73422 3.64837
H 1.62750 2.27930 0.93825
H 1.45497 0.74171 -1.00815
H -0.96580 -3.09057 0.30941
H -1.43737 -4.69036 -1.44626
*
```

Atom charges from the Löwdin analysis, given in e for atoms 1 to 2:
1 C -0.260
2 C -0.178

---

(4)
The following is a DFT calculation (ωB97M-V/def2-TZVPD) of C45H45CsN9O2P2S2 as an isolated structure.

Summary:
E_tot: -105700.9039 eV
energy relative to the best compared isomer or geometry (same formula, charge and spin): 1.654 eV

Structure (ORCA input):
```
! wB97M-V def2-TZVPD RIJCOSX def2/J DEFGRID3
* xyz -1 1
Cs 0.95913 0.70858 0.24335
N -0.86605 0.74617 -4.12682
C -0.50169 0.73351 -2.82219
N -1.30516 0.71273 -1.82125
C -2.66273 0.64588 -2.06592
N -3.52673 0.44627 -1.13292
N -3.00619 0.15673 0.13307
C -2.51431 -1.01019 0.23145
C -2.20696 -1.63383 1.53263
C -2.08906 -3.01903 1.56620
C -1.94233 -3.65174 2.78720
C -1.89275 -2.88053 3.93537
C -1.99299 -1.50658 3.80277
N -2.14992 -0.88349 2.63719
C -3.14687 0.82846 -3.44839
C -4.49873 0.93136 -3.77097
C -4.90310 1.00143 -5.08957
C -3.95253 0.95184 -6.10925
C -2.60894 0.85254 -5.81272
C -2.20593 0.80100 -4.47837
H -0.15408 0.54293 -4.80882
H 0.56355 0.83827 -2.66392
H -2.41061 -1.65779 -0.63947
H -2.11003 -3.57670 0.63973
H -1.85203 -4.72787 2.83955
H -1.75276 -3.32258 4.91171
H -1.93302 -0.86975 4.68060
H -5.21524 0.94367 -2.96076
H -5.95442 1.08377 -5.33183
H -4.26704 0.99450 -7.14442
H -1.86562 0.82105 -6.59990
S 2.27902 -0.69137 2.79506
P 2.61118 -2.12354 1.36267
C 1.63281 -2.07248 0.01430
P 2.25324 -2.28761 -1.52577
S 0.97088 -1.90251 -3.05742
C 2.86492 -3.97388 -1.96455
C 2.70086 -5.02071 -1.07142
C 3.08814 -6.31416 -1.40458
C 3.65004 -6.57074 -2.64446
C 3.80549 -5.53073 -3.55628
C 3.40287 -4.24830 -3.22245
C 3.73440 -1.22027 -1.88830
C 5.02596 -1.68008 -2.11590
C 6.07183 -0.78729 -2.32682
C 5.84724 0.57854 -2.30696
C 4.56016 1.05546 -2.08195
C 3.52573 0.16057 -1.88443
C 2.41277 -3.68217 2.33160
C 1.25979 -4.43651 2.17003
C 1.06833 -5.60468 2.89792
C 2.02640 -6.02437 3.80842
C 3.17826 -5.26420 3.98776
C 3.36466 -4.10211 3.25593
C 4.44405 -2.14592 1.13283
C 5.19653 -0.98172 1.24905
C 6.56713 -0.99948 1.03234
C 7.20998 -2.18747 0.71348
C 6.46987 -3.35611 0.59810
C 5.09745 -3.33033 0.79883
H 2.25427 -4.81614 -0.10915
H 2.94892 -7.11759 -0.69025
H 3.95704 -7.57605 -2.90845
H 4.22825 -5.72610 -4.53492
H 3.48802 -3.44742 -3.94744
H 5.23462 -2.74065 -2.11124
H 7.07374 -1.16872 -2.48596
H 6.66717 1.27034 -2.45808
H 4.36749 2.12181 -2.06599
H 2.51343 0.50781 -1.73693
H 0.54295 -4.10251 1.42529
H 0.17868 -6.20511 2.74271
H 1.88244 -6.94042 4.36914
H 3.93432 -5.58043 4.69671
H 4.26072 -3.51012 3.41044
H 4.69735 -0.06243 1.52897
H 7.13479 -0.08005 1.11542
H 8.28195 -2.20273 0.55408
H 6.95667 -4.29129 0.34663
H 4.53456 -4.25069 0.69839
N -1.42940 4.39738 -1.28357
C -1.73690 3.60992 -0.08215
C -3.13519 3.91724 0.52478
C -3.25649 4.23157 2.01687
C -3.23405 3.03245 2.95676
N -2.08880 2.12741 2.88065
C -0.90204 2.30463 3.43848
N -0.49881 3.52041 3.87038
N -0.14177 1.22757 3.65633
C -0.56125 3.84419 0.88407
O -0.49498 4.96715 1.44325
O 0.21541 2.87519 1.06964
H -1.31396 5.36788 -1.00769
H -2.20472 4.35656 -1.93608
H -1.71063 2.55967 -0.36948
H -3.79595 3.07492 0.28777
H -3.53732 4.77749 -0.01871
H -4.23214 4.70020 2.18845
H -2.50690 4.96732 2.30090
H -4.09095 2.39493 2.72934
H -3.34349 3.36942 3.99159
H -2.26769 1.18415 2.54116
H -0.60710 4.25898 3.15723
H 0.44864 3.50972 4.21709
H -0.45024 0.34260 3.27357
H 0.86669 1.30601 3.65244
*
```

Atom charges from the Löwdin analysis, given in e for atoms 1 to 2:
1 Cs 1.204
2 N 0.116